No. 1
Here is an isolated molecule of C4H6INS in a non-equilibrium geometry from the Open Molecules 2025 dataset. Energies are from ωB97M-V with the def2-TZVPD basis set.

The expectation value of S² is 2.015. As for the spin multiplicity: 3. The value obtained for the HOMO-LUMO gap (alpha / beta) is 7.7 / 7.0 eV.

```
13
Properties=species:S:1:pos:R:3:lowdin_charge:R:1
C 1.65862 -0.63229 0.81785 -0.242
C 2.68219 -0.01197 0.31469 -0.738
C 0.24186 0.09109 1.11216 -0.277
C -0.39356 0.66989 -1.15546 -0.137
N -0.07216 1.14924 0.19047 -0.687
S 0.91664 2.40294 0.25616 0.688
I 4.65215 -0.09949 -0.11375 0.848
H 1.67864 -1.71739 0.95887 0.092
H -0.54527 -0.61608 1.20950 0.084
H 0.31530 0.56197 2.25616 0.159
H -1.44843 0.44707 -1.18545 0.081
H -0.06691 1.42768 -1.91763 0.084
H 0.14562 -0.19277 -1.31230 0.044
```



No. 2
Here is a structure of composition C24H33GeN2O2S4SbW in a non-equilibrium geometry from the Open Molecules 2025 dataset. Energies are from ωB97M-V with the def2-TZVPD basis set.

The expectation value of S² is 2.013. As for the spin multiplicity: 3. The value obtained for the HOMO-LUMO gap (alpha / beta) is 5.9 / 5.0 eV.

```
68
Properties=species:S:1:pos:R:3:lowdin_charge:R:1
W -0.04718 0.00585 0.35150 1.064
O 1.86842 -0.34237 0.66649 -0.375
C 2.37146 -1.24754 1.50775 -0.386
C 3.29381 -0.87711 2.48000 -0.014
C 3.73295 -1.83968 3.36633 -0.041
C 3.33398 -3.18074 3.27215 -0.072
C 2.47651 -3.55590 2.26287 -0.034
C 1.97458 -2.58403 1.39522 -0.179
C 1.17766 -2.91272 0.23257 -0.065
N 0.44790 -2.06802 -0.38712 -0.142
C 0.10008 -2.28208 -1.79484 -0.175
C 0.52903 -1.01179 -2.50998 -0.153
N -0.13275 0.09786 -1.80248 -0.124
C -0.69179 1.03908 -2.46575 -0.082
C -1.59184 2.04796 -1.94675 -0.173
C -2.02446 3.04247 -2.83221 -0.032
C -2.93016 3.99283 -2.42104 -0.071
C -3.43359 3.92152 -1.11634 -0.041
C -3.04891 2.93545 -0.23432 -0.005
C -2.10116 1.99431 -0.63677 -0.384
O -1.70835 1.05669 0.19665 -0.452
H 3.59528 0.15688 2.55340 0.082
H 4.40591 -1.54205 4.16198 0.114
H 3.70295 -3.91117 3.97851 0.104
H 2.17311 -4.59085 2.14876 0.117
H 1.30586 -3.90398 -0.21154 0.148
H -0.97525 -2.43288 -1.89809 0.094
H 0.62637 -3.15054 -2.19145 0.128
H 0.23397 -1.02147 -3.55795 0.125
H 1.60761 -0.88690 -2.43075 0.131
H -0.56141 1.04632 -3.55211 0.142
H -1.62891 3.06224 -3.84243 0.116
H -3.25066 4.77787 -3.09175 0.105
H -4.14703 4.66706 -0.78323 0.114
H -3.41089 2.88548 0.78228 0.069
S -1.74135 2.96408 3.09892 -0.114
Sb 0.21895 1.99485 2.58970 -0.006
S -0.41236 -0.51418 2.61395 0.253
S 0.87644 2.32018 0.29882 0.168
S 2.00019 2.14637 3.93663 -0.119
C -6.03902 0.42626 1.90216 -0.097
C -5.85231 -0.96362 1.30239 -0.268
C -4.82662 -1.82336 2.04555 -0.269
C -3.41924 -1.22002 2.15949 -0.385
Ge -2.28881 -1.51058 0.62777 0.813
C -3.24250 -1.13216 -1.04100 -0.343
C -3.97322 -2.37837 -1.54167 -0.298
C -4.71976 -2.14847 -2.85719 -0.263
C -5.86989 -1.15545 -2.73648 -0.109
H -6.88882 0.94058 1.44937 0.072
H -5.16187 1.06149 1.75957 0.057
H -6.22260 0.37038 2.97882 0.082
H -5.57866 -0.86520 0.24819 0.064
H -6.80992 -1.49082 1.31078 0.108
H -4.78365 -2.81507 1.58014 0.093
H -5.20737 -1.99542 3.05808 0.110
H -2.87699 -1.67289 2.98808 0.033
H -3.44093 -0.15087 2.37952 0.053
H -2.01230 -3.03204 0.55127 0.000
H -2.57227 -0.76225 -1.81587 0.047
H -3.91982 -0.30901 -0.80993 0.059
H -4.68529 -2.73230 -0.78718 0.097
H -3.25730 -3.19759 -1.67471 0.090
H -5.10323 -3.10536 -3.22177 0.105
H -4.00578 -1.79641 -3.61089 0.104
H -6.56917 -1.46103 -1.95312 0.072
H -6.43331 -1.07992 -3.66793 0.070
H -5.51849 -0.15096 -2.48849 0.069
```



No. 3
Here is an isolated molecule of C3H7NOS in a non-equilibrium geometry from the Open Molecules 2025 dataset. Energies are from ωB97M-V with the def2-TZVPD basis set.

The SMILES is CNC(=O)CS. The value obtained for the HOMO-LUMO gap is 10.0 eV.

```
13
Properties=species:S:1:pos:R:3:lowdin_charge:R:1
C 1.89256 -0.91844 -0.06059 -0.067
N 0.48042 -0.60545 -0.14590 -0.013
C 0.08864 0.66956 -0.08017 -0.589
O 0.83053 1.63808 -0.02839 0.033
C -1.41428 0.98949 -0.14890 -0.476
S -2.55674 -0.42290 -0.12973 0.695
H 2.07825 -1.80555 0.57655 0.090
H 2.37849 -0.06540 0.41792 0.081
H 2.33570 -1.02501 -1.06584 0.091
H -0.22745 -1.31226 -0.29661 0.079
H -1.64844 1.66171 -0.99942 0.087
H -1.60324 1.67655 0.70610 0.092
H -2.63443 -0.48037 1.25498 -0.102
```



No. 4
Here is a structure of composition C2H13F4HfO5 in a non-equilibrium geometry from the Open Molecules 2025 dataset. Energies are from ωB97M-V with the def2-TZVPD basis set.

Its total charge is -1. The value obtained for the HOMO-LUMO gap is 7.8 eV.

```
25
Properties=species:S:1:pos:R:3:lowdin_charge:R:1
Hf -0.57560 -0.03132 0.94402 1.876
F -2.65050 -0.18256 1.73830 -0.567
F -1.26243 -1.79575 -0.11197 -0.546
F -0.30258 -1.50810 2.59598 -0.553
F -0.91406 2.14490 0.91615 -0.547
C 1.05054 -0.79927 -2.96859 -0.101
C 0.47383 0.46998 -2.33222 -0.441
O 0.54589 0.42530 -0.96692 -0.410
H 0.57832 -1.19365 -3.87389 0.056
H 1.07813 -1.61224 -2.24124 0.046
H 2.10735 -0.72004 -3.26575 0.053
H -0.58968 0.55850 -2.62931 0.079
H 0.91991 1.37216 -2.78530 0.091
O 1.43809 -1.69279 0.58094 -0.114
H 1.75597 -1.86266 -0.30896 0.035
H 1.90802 -2.29372 1.16266 0.056
O -0.67218 0.94327 3.34725 -0.141
H -0.86384 1.81814 3.69056 0.055
H -1.10508 0.31034 3.92898 0.049
O -2.42945 0.63499 -0.75390 -0.121
H -2.99362 1.34394 -0.43578 0.050
H -2.70109 0.45205 -1.65437 0.051
O 1.42682 0.86648 1.72186 -0.115
H 2.16280 0.58657 2.26680 0.082
H 1.61447 1.76548 1.43469 0.077
```



No. 5
Here is a structure of composition C3H9ClN2O2P in a non-equilibrium geometry from the Open Molecules 2025 dataset. Energies are from ωB97M-V with the def2-TZVPD basis set.

Its total charge is -1. The value obtained for the HOMO-LUMO gap is 8.6 eV.

```
18
Properties=species:S:1:pos:R:3:lowdin_charge:R:1
C -1.40799 -1.51424 0.57858 -0.164
C 0.37697 -0.01489 1.48385 -0.301
C 1.41357 -0.21036 0.36650 -0.605
N -1.00712 0.77372 -1.81553 -0.186
N -1.02910 -0.20724 1.08760 -0.144
O 1.46592 1.23069 -2.60335 -0.421
O 0.41822 2.49628 -0.53462 -0.373
P 0.31786 1.49337 -1.61683 0.184
Cl 2.80315 0.84747 0.44439 0.584
H -1.96031 -2.16205 1.27421 0.054
H -2.16625 -1.18591 -0.20900 0.079
H -0.56384 -1.99708 -0.00973 0.083
H 0.42044 0.94185 1.84545 0.062
H 0.46195 -0.60245 2.40108 0.106
H 0.76789 0.23879 -0.57560 0.010
H 1.86965 -1.17136 0.26766 0.051
H -1.13991 0.50747 0.38677 0.029
H -1.04110 0.53595 -2.77144 -0.047
```



No. 6
Here is a structure of composition C28H29N4O2S3V in a non-equilibrium geometry from the Open Molecules 2025 dataset. Energies are from ωB97M-V with the def2-TZVPD basis set.

Its total charge is -1. The expectation value of S² is 0.755. As for the spin multiplicity: 2. The value obtained for the HOMO-LUMO gap (alpha / beta) is 5.2 / 4.7 eV.

```
67
Properties=species:S:1:pos:R:3:lowdin_charge:R:1
V -0.73072 -0.07571 -0.03167 0.252
C 0.22730 2.58195 -0.87216 -0.051
N 0.06818 1.92030 0.45443 -0.247
C 1.36962 1.77351 1.14354 -0.190
C 2.29099 0.82275 0.41632 -0.174
N 1.76068 -0.55073 0.26431 -0.166
C 2.42580 -1.16460 -0.90012 -0.092
C 1.97503 -1.33561 1.48880 -0.273
C 3.19595 -1.97527 1.69884 -0.056
C 3.43821 -2.72797 2.84032 -0.122
C 2.43732 -2.83614 3.79760 -0.121
C 1.22502 -2.19456 3.59850 -0.127
C 0.95869 -1.43524 2.44876 -0.600
S -0.60704 -0.68626 2.21458 0.645
C -0.88210 2.71626 1.24468 -0.279
C -0.44780 3.86352 1.89751 -0.052
C -1.33275 4.67317 2.59188 -0.118
C -2.68088 4.32722 2.61327 -0.118
C -3.12051 3.19662 1.95115 -0.127
C -2.24252 2.35386 1.24658 -0.620
S -2.83172 0.94652 0.41276 0.600
H 0.71356 3.55702 -0.76103 0.095
H -0.76001 2.71420 -1.30564 0.089
H 0.80516 1.95916 -1.55265 0.078
H 1.16098 1.40354 2.14424 0.106
H 1.88477 2.73496 1.22223 0.110
H 3.24753 0.80501 0.95357 0.129
H 2.49996 1.20185 -0.58486 0.109
H 3.51860 -1.09831 -0.83733 0.076
H 2.09523 -0.65676 -1.80150 0.064
H 2.13280 -2.20902 -0.97559 0.082
H 3.98093 -1.89856 0.95925 0.094
H 4.39516 -3.22018 2.97388 0.086
H 2.59964 -3.42731 4.69268 0.090
H 0.43018 -2.28263 4.33141 0.090
H 0.59766 4.14451 1.86943 0.097
H -0.97431 5.55501 3.10838 0.085
H -3.39119 4.94551 3.15206 0.091
H -4.16915 2.92494 1.96578 0.090
C -4.87901 -3.70656 -6.34063 -0.059
C -3.92440 -2.99430 -5.41434 -0.282
C -4.40301 -2.28775 -4.31399 -0.041
C -3.53533 -1.63274 -3.45515 -0.049
C -2.16916 -1.67812 -3.69322 -0.290
C -1.66870 -2.36864 -4.78469 -0.054
C -2.55210 -3.02116 -5.63982 -0.043
S -1.07675 -0.95045 -2.49368 0.554
O -1.51143 0.42228 -2.28879 -0.373
O 0.24144 -1.16416 -3.05818 -0.322
N -1.31885 -1.70074 -1.11228 -0.217
C -0.89828 -3.05194 -0.98588 -0.353
C -1.44831 -4.10194 -1.73403 -0.009
C -0.97999 -5.38410 -1.52972 -0.083
C 0.00627 -5.61495 -0.57842 -0.087
C 0.46566 -4.51973 0.13161 -0.128
N 0.03508 -3.27645 -0.07311 0.136
H -5.70626 -4.15284 -5.78603 0.075
H -4.37196 -4.49784 -6.89334 0.070
H -5.30848 -3.01484 -7.06965 0.079
H -5.47119 -2.25956 -4.12355 0.112
H -3.90692 -1.09355 -2.58940 0.125
H -0.59833 -2.39970 -4.93714 0.109
H -2.16514 -3.57186 -6.49142 0.107
H -2.24458 -3.91608 -2.44180 0.099
H -1.39586 -6.20650 -2.10159 0.100
H 0.40037 -6.60569 -0.39603 0.090
H 1.22455 -4.62764 0.90335 0.107
```



Relative energy (zero: lowest compared OMol25 entry of this formula, charge and spin) readings, ordered: 0.6256; 1.1061; 0.3601; 0.0000; 1.4163; 0.7281 eV